No. 1
A single C20H22N4O4S molecule. Source: OMol25; level of theory: ωB97M-V/def2-TZVPD.

## Properties
LUMO energy	0.05	eV
electronic energy	-1693.5713	a.u.
structure (SMILES)	CCOC(=O)N1CCN(C(=O)Cn2nc(C)c3sc4ccccc4c3c2=O)CC1
HOMO energy	-8.44	eV
HOMO-LUMO gap	0.312	Ha
energy relative to the best compared isomer or geometry (same formula, charge and spin)	0.128	eV

Element x y z (Å)
C: -0.511 -4.063 -1.056
C: -0.018 -3.184 0.084
O: 1.062 -2.350 -0.330
C: 0.716 -1.192 -0.933
O: -0.424 -0.804 -1.052
N: 1.794 -0.523 -1.401
C: 3.162 -0.935 -1.160
C: 4.011 0.312 -0.845
N: 3.145 1.323 -0.274
C: 3.042 1.390 1.073
O: 3.823 0.814 1.802
C: 1.907 2.236 1.666
N: 0.648 1.512 1.608
N: 0.594 0.460 2.417
C: -0.460 -0.288 2.479
C: -0.461 -1.427 3.442
C: -1.573 0.010 1.653
S: -3.045 -0.902 1.512
C: -3.643 0.210 0.305
C: -4.862 0.132 -0.348
C: -5.167 1.105 -1.279
C: -4.273 2.138 -1.555
C: -3.060 2.219 -0.906
C: -2.732 1.248 0.039
C: -1.544 1.116 0.822
C: -0.377 1.961 0.787
O: -0.234 2.976 0.116
C: 2.263 1.885 -1.270
C: 1.621 0.736 -2.087
H: 0.307 -4.657 -1.457
H: -0.921 -3.442 -1.849
H: -1.289 -4.728 -0.692
H: 0.389 -3.785 0.900
H: -0.836 -2.557 0.449
H: 3.560 -1.460 -2.037
H: 3.165 -1.617 -0.310
H: 4.791 0.071 -0.122
H: 4.467 0.720 -1.751
H: 1.774 3.192 1.159
H: 2.160 2.394 2.717
H: -1.152 -1.216 4.258
H: 0.538 -1.560 3.844
H: -0.791 -2.341 2.951
H: -5.549 -0.672 -0.132
H: -6.111 1.062 -1.801
H: -4.538 2.884 -2.290
H: -2.356 3.010 -1.108
H: 1.492 2.503 -0.818
H: 2.859 2.521 -1.936
H: 2.085 0.659 -3.076
H: 0.550 0.902 -2.209

Atomic partial charges in e from the Löwdin method, atoms 1 to 4: number 1, C, carries -0.05; number 2, C, carries -0.22; number 3, O, carries 0.00; number 4, C, carries -0.52

***

No. 2
11 unconnected molecules or ions with the total composition C28H56Br10O6 at a distorted geometry. Source: OMol25; level of theory: ωB97M-V/def2-TZVPD.

## Properties
LUMO energy	0.11	eV
electronic energy	-27292.0064	a.u.
structure (SMILES)	CC(C)=O.CC(C)=O.CC(C)=O.CC(C)=O.CC(C)=O.CC(C)=O.BrCCBr.BrCCBr.BrCCBr.BrCCBr.BrCCBr
HOMO energy	-9.22	eV
HOMO-LUMO gap	0.343	Ha
energy relative to the best compared isomer or geometry (same formula, charge and spin)	1.363	eV

Element x y z (Å)
C: -0.753 -4.723 3.575
C: -2.120 -4.943 4.197
C: -3.060 -5.933 3.579
O: -2.373 -4.456 5.285
H: -0.011 -5.463 3.816
H: -0.306 -3.767 3.920
H: -0.825 -4.667 2.463
H: -4.027 -6.135 4.055
H: -2.437 -6.917 3.555
H: -3.233 -5.670 2.540
C: -1.649 -3.137 -3.792
C: -0.761 -2.172 -3.137
C: 0.753 -2.238 -3.369
O: -1.242 -1.282 -2.425
H: -1.572 -3.122 -4.867
H: -2.659 -2.853 -3.490
H: -1.465 -4.198 -3.519
H: 1.260 -1.434 -2.800
H: 0.902 -2.141 -4.401
H: 1.193 -3.213 -3.043
C: -2.150 5.434 1.132
C: -2.520 4.696 -0.153
C: -3.544 5.328 -1.006
O: -1.884 3.711 -0.582
H: -1.187 5.068 1.503
H: -2.921 5.226 1.883
H: -2.164 6.480 0.953
H: -4.171 4.648 -1.619
H: -3.035 5.849 -1.838
H: -4.135 6.049 -0.480
C: 0.438 5.364 -1.483
C: 1.732 6.052 -1.453
C: 2.649 5.799 -2.562
O: 2.091 6.763 -0.525
H: 0.706 4.300 -1.369
H: -0.123 5.402 -2.417
H: -0.100 5.636 -0.585
H: 2.150 5.693 -3.567
H: 3.277 4.885 -2.440
H: 3.407 6.600 -2.525
C: 3.781 0.291 -3.727
C: 4.968 0.190 -2.794
C: 6.158 0.938 -3.237
O: 4.919 -0.436 -1.727
H: 4.173 0.376 -4.774
H: 3.257 1.191 -3.478
H: 3.100 -0.484 -3.553
H: 6.889 1.204 -2.466
H: 5.869 1.929 -3.632
H: 6.576 0.363 -4.071
C: -0.834 2.130 -3.296
C: -2.203 2.242 -4.020
C: -3.486 1.798 -3.342
O: -2.212 2.778 -5.100
H: -0.840 1.109 -2.889
H: -0.829 2.868 -2.516
H: 0.018 2.276 -4.009
H: -3.742 2.433 -2.469
H: -3.439 0.743 -3.028
H: -4.306 2.019 -4.022
Br: -2.121 -4.196 -0.164
C: -3.793 -3.194 -0.503
C: -3.550 -1.764 -0.096
Br: -5.393 -0.869 -0.141
H: -4.500 -3.861 -0.016
H: -3.868 -3.183 -1.599
H: -3.003 -1.250 -0.891
H: -3.266 -1.555 0.920
Br: 3.849 -4.569 5.647
C: 3.772 -4.479 3.670
C: 3.928 -3.020 3.359
Br: 4.170 -2.626 1.467
H: 2.833 -4.815 3.370
H: 4.537 -5.134 3.291
H: 4.819 -2.597 3.814
H: 3.001 -2.580 3.647
Br: -4.832 -2.980 2.795
C: -4.701 -2.612 4.770
C: -3.587 -1.646 4.978
Br: -3.763 -1.049 6.866
H: -4.574 -3.628 5.207
H: -5.647 -2.205 5.088
H: -3.649 -0.705 4.319
H: -2.617 -2.103 4.875
Br: 6.792 2.596 1.017
C: 5.588 1.045 1.590
C: 4.296 1.554 2.169
Br: 3.414 0.412 3.570
H: 6.253 0.369 2.140
H: 5.455 0.631 0.630
H: 3.532 1.580 1.416
H: 4.185 2.554 2.567
Br: -0.868 -0.943 2.582
C: 0.159 -0.771 0.969
C: -0.127 0.547 0.307
Br: 1.469 1.019 -0.869
H: -0.115 -1.590 0.341
H: 1.197 -0.782 1.333
H: -0.198 1.371 1.017
H: -1.025 0.546 -0.312

Atomic partial charges in e from the Löwdin method, atoms 1 to 4: number 1, C, carries -0.03; number 2, C, carries -0.50; number 3, C, carries -0.06; number 4, O, carries 0.03

***

No. 3
10 unconnected molecules or ions with the total composition C34H96N12O10 at a distorted geometry. Source: OMol25; level of theory: ωB97M-V/def2-TZVPD.

## Properties
LUMO energy	0.58	eV
electronic energy	-2762.3896	a.u.
structure (SMILES)	COC[C@H](C)N.COC[C@H](C)N.COC[C@H](C)N.COC[C@H](C)N.COC[C@H](C)N.COC[C@H](C)N.COC[C@H](C)N.COC[C@H](C)N.NC(N)=O.NC(N)=O
HOMO energy	-8.71	eV
HOMO-LUMO gap	0.341	Ha
energy relative to the best compared isomer or geometry (same formula, charge and spin)	1.022	eV

Element x y z (Å)
C: 7.785 5.614 -23.993
O: 8.517 5.718 -22.762
C: 8.414 7.025 -22.198
C: 9.429 7.232 -21.110
C: 10.866 7.371 -21.653
N: 9.494 6.208 -20.025
H: 7.446 4.581 -23.925
H: 8.386 5.820 -24.878
H: 6.898 6.250 -24.064
H: 8.550 7.776 -22.982
H: 7.411 7.158 -21.767
H: 9.001 8.087 -20.574
H: 11.276 6.530 -22.205
H: 11.466 7.632 -20.780
H: 10.947 8.243 -22.314
H: 8.682 6.425 -19.446
H: 9.218 5.329 -20.473
C: 13.577 0.745 -16.422
O: 12.573 -0.225 -16.255
C: 12.932 -1.551 -16.572
C: 12.892 -1.925 -18.080
C: 11.478 -1.872 -18.640
N: 13.374 -3.305 -18.126
H: 14.088 0.799 -17.393
H: 14.433 0.575 -15.759
H: 13.155 1.732 -16.248
H: 13.929 -1.824 -16.217
H: 12.245 -2.236 -16.068
H: 13.520 -1.169 -18.554
H: 10.853 -1.091 -18.185
H: 10.858 -2.757 -18.475
H: 11.428 -1.637 -19.706
H: 13.277 -3.502 -19.125
H: 12.603 -3.849 -17.743
C: 19.533 5.425 -22.377
O: 18.534 5.338 -21.393
C: 17.764 4.174 -21.565
C: 16.504 4.098 -20.701
C: 16.925 4.497 -19.251
N: 16.074 2.717 -20.731
H: 19.140 5.651 -23.373
H: 20.107 4.494 -22.425
H: 20.242 6.216 -22.135
H: 17.405 4.046 -22.597
H: 18.379 3.310 -21.287
H: 15.769 4.870 -20.954
H: 17.368 5.490 -19.213
H: 17.573 3.784 -18.739
H: 16.011 4.522 -18.648
H: 15.133 2.538 -20.386
H: 15.908 2.531 -21.720
C: 4.749 2.322 -14.154
O: 5.289 3.071 -15.198
C: 6.695 2.945 -15.387
C: 7.197 4.112 -16.255
C: 8.685 3.995 -16.501
N: 6.884 5.394 -15.612
H: 4.769 1.246 -14.370
H: 3.681 2.540 -14.088
H: 5.193 2.516 -13.173
H: 7.156 2.913 -14.395
H: 6.823 2.029 -15.968
H: 6.682 4.064 -17.220
H: 9.141 3.667 -15.562
H: 9.140 4.955 -16.761
H: 8.968 3.345 -17.327
H: 5.924 5.371 -15.279
H: 7.435 5.370 -14.752
C: 17.275 4.253 -25.986
O: 15.963 4.766 -25.975
C: 15.584 5.132 -24.660
C: 14.667 6.356 -24.730
C: 15.454 7.599 -25.085
N: 13.859 6.526 -23.533
H: 17.511 3.907 -26.996
H: 17.534 3.437 -25.307
H: 17.989 5.076 -25.855
H: 15.209 4.266 -24.097
H: 16.457 5.432 -24.062
H: 13.907 6.221 -25.515
H: 15.635 7.715 -26.151
H: 16.377 7.643 -24.505
H: 14.844 8.466 -24.812
H: 13.583 7.484 -23.363
H: 13.019 5.973 -23.440
C: 11.064 5.445 -26.692
O: 10.232 4.428 -26.187
C: 10.975 3.267 -25.742
C: 12.062 3.617 -24.749
C: 12.761 2.366 -24.196
N: 11.515 4.301 -23.549
H: 11.636 5.082 -27.563
H: 11.769 5.880 -25.986
H: 10.440 6.153 -27.241
H: 10.301 2.509 -25.345
H: 11.374 2.894 -26.692
H: 12.819 4.186 -25.297
H: 13.260 2.064 -25.127
H: 12.117 1.529 -23.909
H: 13.415 2.493 -23.337
H: 10.832 4.970 -23.910
H: 11.079 3.570 -23.000
C: 15.920 0.984 -24.297
O: 15.347 0.783 -23.021
C: 15.804 -0.452 -22.438
C: 15.108 -0.708 -21.083
C: 15.626 -2.011 -20.554
N: 13.702 -0.618 -21.359
H: 15.382 1.806 -24.757
H: 15.787 0.061 -24.875
H: 17.007 1.117 -24.320
H: 15.487 -1.272 -23.090
H: 16.891 -0.381 -22.367
H: 15.421 0.090 -20.391
H: 15.245 -2.289 -19.569
H: 16.704 -2.146 -20.474
H: 15.281 -2.814 -21.219
H: 13.487 0.288 -21.754
H: 13.091 -0.752 -20.567
C: 10.304 0.452 -21.998
O: 9.156 1.261 -21.869
C: 8.778 1.721 -20.604
C: 7.937 0.668 -19.836
C: 6.691 0.257 -20.610
N: 7.594 1.208 -18.524
H: 10.333 -0.462 -21.404
H: 11.184 1.075 -21.792
H: 10.422 0.215 -23.054
H: 9.632 1.907 -19.942
H: 8.178 2.633 -20.660
H: 8.610 -0.192 -19.721
H: 6.954 -0.210 -21.563
H: 6.102 1.146 -20.850
H: 6.117 -0.487 -20.057
H: 7.043 2.025 -18.797
H: 6.946 0.599 -18.034
N: 10.062 -0.655 -14.551
C: 9.264 0.060 -15.383
N: 9.952 0.709 -16.395
O: 8.036 0.083 -15.302
H: 11.043 -0.626 -14.774
H: 9.526 -1.273 -13.967
H: 9.421 1.284 -17.028
H: 10.884 0.360 -16.613
N: 11.645 3.181 -18.438
C: 12.371 3.123 -19.584
N: 12.283 4.233 -20.343
O: 13.086 2.179 -19.969
H: 10.968 3.922 -18.387
H: 11.591 2.364 -17.859
H: 11.720 5.024 -20.063
H: 12.674 4.307 -21.267

Atomic partial charges in e from the Löwdin method, atoms 1 to 4: number 1, C, carries -0.09; number 2, O, carries -0.21; number 3, C, carries -0.22; number 4, C, carries -0.41

***

No. 4
2 unconnected molecules or ions with the total composition C5H11O2 at a distorted geometry. Source: OMol25; level of theory: ωB97M-V/def2-TZVPD.

## Properties
LUMO energy	3.41	eV
electronic energy	-347.6428	a.u.
HOMO energy	-3.75	eV
HOMO-LUMO gap	0.263	Ha
total charge	-1
energy relative to the best compared isomer or geometry (same formula, charge and spin)	0.186	eV

Element x y z (Å)
C: -0.918 0.333 -2.821
C: -1.123 1.577 -3.695
H: -1.265 0.524 -1.808
H: -1.432 -0.523 -3.253
H: 0.146 0.104 -2.762
H: -0.828 1.363 -4.723
H: -0.502 2.410 -3.362
H: -2.163 1.906 -3.662
C: 0.059 0.269 0.948
C: -0.041 1.281 2.089
C: 0.667 -1.078 1.371
O: 1.532 -1.055 2.284
O: 0.260 -2.094 0.750
H: -0.942 0.098 0.550
H: 0.685 0.685 0.154
H: 0.952 1.447 2.515
H: -0.665 0.865 2.884
H: -0.458 2.241 1.801

Atomic partial charges in e from the Löwdin method, atoms 1 to 4: number 1, C, carries -0.16; number 2, C, carries -0.18; number 3, H, carries 0.05; number 4, H, carries 0.06

***

No. 5
A single C6H10N4 molecule at a distorted geometry. Source: OMol25; level of theory: ωB97M-V/def2-TZVPD.

## Properties
LUMO energy (spin up / spin down)	0.46 / 0.38	eV
electronic energy	-453.4599	a.u.
HOMO energy (spin up / spin down)	-6.76 / -6.53	eV
HOMO-LUMO gap (spin up / spin down)	0.265 / 0.254	Ha
energy relative to the best compared isomer or geometry (same formula, charge and spin)	5.198	eV

Element x y z (Å)
C: -0.803 2.015 1.921
C: -2.110 0.799 0.335
C: 0.087 -1.304 0.070
C: -0.920 -0.879 -0.927
C: 1.223 -0.165 0.287
C: 2.131 -0.311 -0.954
N: -2.021 1.632 1.177
N: 0.301 1.592 1.479
N: 0.555 1.069 0.312
N: -2.137 -0.124 -0.570
H: -0.940 2.658 2.770
H: -0.418 -1.413 1.098
H: 0.683 -2.187 -0.248
H: -0.363 -0.172 -1.606
H: -1.346 -1.779 -1.442
H: 1.864 -0.341 1.275
H: 1.926 -1.125 -1.570
H: 3.144 -0.343 -0.573
H: 2.074 0.568 -1.621
H: -2.931 -0.189 -1.211

Atomic partial charges in e from the Löwdin method, atoms 1 to 4: number 1, C, carries -0.18; number 2, C, carries -0.13; number 3, C, carries -0.16; number 4, C, carries -0.21

***

No. 6
2 unconnected molecules or ions with the total composition C5H10NO2 at a distorted geometry. Source: OMol25; level of theory: ωB97M-V/def2-TZVPD.

## Properties
LUMO energy	-5.12	eV
electronic energy	-401.3857	a.u.
HOMO energy	-13.95	eV
HOMO-LUMO gap	0.324	Ha
total charge	+1
energy relative to the best compared isomer or geometry (same formula, charge and spin)	3.791	eV

Element x y z (Å)
C: 4.075 0.842 -1.169
C: 3.117 -0.232 0.893
C: -3.471 -1.169 0.403
C: -2.806 0.014 -0.285
C: -0.433 0.691 0.098
N: 3.506 0.330 -0.137
O: 0.672 0.488 0.483
O: -1.391 -0.145 0.134
H: 3.493 0.904 -2.113
H: 4.886 1.566 -1.083
H: 3.277 -1.363 0.937
H: -3.837 -1.027 1.462
H: -4.244 -1.684 -0.226
H: -2.608 -2.002 0.434
H: -3.073 1.038 0.045
H: -2.840 0.049 -1.386
H: -0.745 1.749 -0.215
H: 2.423 -0.049 1.723

Atomic partial charges in e from the Löwdin method, atoms 1 to 4: number 1, C, carries 0.19; number 2, C, carries 0.13; number 3, C, carries -0.07; number 4, C, carries -0.17

***

No. 7
4 unconnected molecules or ions with the total composition C26H64FN4O8P2 at a distorted geometry. Source: OMol25; level of theory: ωB97M-V/def2-TZVPD.

## Properties
LUMO energy	2.26	eV
electronic energy	-2632.5487	a.u.
HOMO energy	-5.42	eV
HOMO-LUMO gap	0.282	Ha
total charge	-1

Element x y z (Å)
C: -4.358 2.046 0.679
C: -3.906 0.786 -0.053
O: -2.539 0.908 -0.391
C: -2.184 0.532 -1.704
C: -1.660 1.719 -2.559
P: 0.162 1.701 -2.416
O: 0.591 1.660 -1.014
O: 0.877 2.857 -3.237
O: 0.577 0.337 -3.162
O: -1.883 1.488 -3.932
P: -3.515 2.077 -4.464
C: -5.268 2.601 -4.933
F: -5.239 3.597 -5.941
C: -6.173 3.134 -3.838
C: -6.574 2.087 -2.785
O: -3.479 3.121 -3.013
C: -2.381 3.025 -2.223
O: -1.466 4.123 -2.541
N: -2.069 5.313 -2.209
O: -1.553 6.210 -2.761
H: -4.600 2.833 -0.035
H: -5.186 1.850 1.356
H: -3.492 2.392 1.247
H: -4.052 -0.078 0.607
H: -4.524 0.632 -0.941
H: -3.022 0.098 -2.246
H: -1.405 -0.231 -1.636
H: 0.423 2.980 -4.085
H: -0.164 0.080 -3.737
H: -4.100 1.030 -3.656
H: -3.424 1.195 -5.607
H: -2.920 3.116 -5.245
H: -5.754 1.730 -5.387
H: -5.730 4.007 -3.363
H: -7.086 3.479 -4.332
H: -6.330 1.076 -3.108
H: -7.653 2.111 -2.623
H: -6.099 2.283 -1.827
H: -2.639 3.138 -1.173
C: 6.609 -1.197 -5.789
C: 5.676 -0.440 -4.856
N: 4.807 -1.311 -4.090
C: 3.729 -0.607 -3.403
C: 4.109 0.388 -2.299
C: 5.471 -2.335 -3.308
C: 6.498 -1.890 -2.257
H: 6.044 -1.862 -6.444
H: 7.160 -0.490 -6.412
H: 7.344 -1.792 -5.244
H: 5.032 0.209 -5.456
H: 6.280 0.230 -4.221
H: 3.040 -1.351 -2.997
H: 3.154 -0.068 -4.160
H: 4.430 -0.099 -1.378
H: 3.237 0.992 -2.049
H: 4.899 1.068 -2.623
H: 5.966 -3.029 -3.994
H: 4.698 -2.932 -2.819
H: 7.184 -1.131 -2.634
H: 7.103 -2.747 -1.950
H: 6.019 -1.498 -1.361
C: 3.683 -3.427 0.083
C: 3.503 -2.846 1.476
N: 3.477 -3.858 2.521
C: 3.032 -3.347 3.804
C: 3.897 -2.293 4.507
C: 4.619 -4.753 2.554
C: 6.016 -4.136 2.713
H: 2.918 -4.175 -0.131
H: 3.594 -2.630 -0.657
H: 4.665 -3.885 -0.050
H: 2.548 -2.316 1.510
H: 4.282 -2.085 1.642
H: 2.889 -4.199 4.476
H: 2.035 -2.923 3.651
H: 4.800 -2.724 4.938
H: 3.330 -1.843 5.325
H: 4.187 -1.489 3.831
H: 4.611 -5.340 1.632
H: 4.449 -5.479 3.354
H: 6.149 -3.265 2.070
H: 6.775 -4.869 2.432
H: 6.222 -3.835 3.739
C: -2.178 0.695 3.573
C: -3.242 1.335 4.449
N: -4.168 0.374 5.028
C: -5.338 0.987 5.626
C: -5.140 1.894 6.847
C: -3.559 -0.706 5.783
C: -2.667 -0.337 6.978
H: -2.632 0.082 2.794
H: -1.586 1.470 3.085
H: -1.487 0.074 4.145
H: -3.832 2.019 3.832
H: -2.746 1.958 5.211
H: -6.044 0.191 5.883
H: -5.828 1.573 4.841
H: -4.918 1.326 7.750
H: -6.057 2.457 7.037
H: -4.339 2.618 6.690
H: -2.965 -1.306 5.090
H: -4.360 -1.369 6.119
H: -1.986 0.480 6.737
H: -2.057 -1.198 7.260
H: -3.247 -0.050 7.855

Atomic partial charges in e from the Löwdin method, atoms 1 to 4: number 1, C, carries -0.07; number 2, C, carries -0.26; number 3, O, carries -0.14; number 4, C, carries -0.15